No. 1
50
Properties=species:S:1:pos:R:3 method="wB97M-V/def2-TZVPD" smiles="O=C(CNC(=O)c1cccc(F)c1)OCC(=O)N1CCN(C(=O)c2ccco2)CC1" total_charge=0 largest_force_ev_per_a=0.99 homo_energy_ha=-0.338 gap_ev=9.68 lumo_ha=0.01784
O -1.12890 -3.28002 -1.19742
C -2.10698 -2.82946 -0.66417
C -3.44755 -2.59029 -1.33148
N -3.77403 -1.19066 -1.19135
C -4.83896 -0.78632 -0.45666
O -5.71126 -1.54789 -0.08820
C -4.89118 0.68307 -0.18674
C -6.14035 1.28798 -0.08163
C -6.24780 2.63845 0.19597
C -5.10959 3.40275 0.39133
C -3.87652 2.78222 0.30424
F -2.76021 3.51622 0.51202
C -3.74000 1.43779 0.01587
O -2.13660 -2.41465 0.61242
C -0.86869 -2.17818 1.18761
C -0.27656 -0.94359 0.48635
O -0.93516 -0.35099 -0.34996
N 0.95262 -0.55086 0.85781
C 1.60547 0.51826 0.12361
C 2.74210 -0.07646 -0.71719
N 3.64782 -0.79400 0.14596
C 4.95472 -0.51642 0.39448
O 5.63085 -1.21768 1.12248
C 5.52639 0.69302 -0.25079
C 5.12518 2.00540 -0.28252
C 6.17458 2.72364 -0.89703
C 7.13330 1.80060 -1.18883
O 6.75498 0.58265 -0.79305
C 3.00061 -1.86070 0.87842
C 1.86336 -1.26830 1.72267
H -4.24076 -3.15635 -0.83203
H -3.38162 -2.88080 -2.38388
H -3.01807 -0.54386 -1.36543
H -7.01945 0.67792 -0.22064
H -7.22039 3.10075 0.26685
H -5.16571 4.45630 0.61536
H -2.75126 1.00592 -0.01781
H -0.22272 -3.05067 1.03957
H -1.04028 -1.99010 2.24829
H 0.86259 0.99847 -0.51381
H 2.00222 1.24410 0.83947
H 3.27122 0.70218 -1.26281
H 2.31065 -0.78366 -1.43668
H 4.21457 2.41624 0.10408
H 6.20679 3.77587 -1.09010
H 8.08991 1.88883 -1.66438
H 2.59552 -2.59502 0.17360
H 3.75081 -2.33574 1.51266
H 1.34901 -2.05116 2.27427
H 2.28531 -0.55484 2.43919



No. 2
51
Properties=species:S:1:pos:R:3 method="wB97M-V/def2-TZVPD" total_charge=-1 largest_force_ev_per_a=4.00 homo_energy_ha=-0.136 gap_ev=6.52 lumo_ha=0.10362
C -5.22724 1.33591 1.00823
C -3.99669 2.22795 0.95964
O -2.84301 1.39310 0.64299
C -1.67359 2.08722 0.62334
C -0.51662 1.15943 0.37901
N 0.80374 1.67867 0.53217
O 1.65475 0.89154 1.00478
O 1.02139 2.83869 0.16776
O -1.61109 3.27599 0.86409
H -6.16168 1.91809 1.07998
H -5.31097 0.71250 0.10815
H -5.20747 0.68412 1.89346
H -4.12959 2.97214 0.15328
H -3.86120 2.71871 1.93969
H -0.68363 0.14432 0.72158
C -0.88503 -4.45423 2.75833
C -1.97726 -3.63345 3.03011
C -2.69093 -3.02951 1.99415
C -2.26153 -3.18942 0.66931
C -2.82488 -2.36004 -0.43729
O -1.91043 -1.24869 -0.63343
C -2.19783 -0.47328 -1.70949
N -1.40809 0.67868 -1.91513
N -0.25693 0.62444 -1.38095
C 0.77133 1.06761 -2.32960
O 0.56460 1.23702 -3.51830
O 1.95015 1.18474 -1.68778
C 3.04462 1.72172 -2.50805
C 4.22298 1.65049 -1.59179
C 4.73725 2.78807 -0.95718
C 5.80843 2.65741 -0.07393
C 6.37787 1.40309 0.17745
C 5.83825 0.27297 -0.44453
C 4.76881 0.39188 -1.33230
O -3.04990 -0.69170 -2.55504
C -1.23167 -4.09297 0.38345
C -0.52553 -4.69182 1.42956
H -0.30940 -4.88267 3.56867
H -2.27900 -3.42018 4.05195
H -3.54768 -2.37346 2.17519
H -2.85710 -2.93323 -1.37491
H -3.80692 -1.94278 -0.18752
H 3.23779 1.09155 -3.38379
H 2.81897 2.75666 -2.78830
H 4.27580 3.74642 -1.20398
H 6.17669 3.55188 0.41952
H 7.21701 1.31423 0.85874
H 6.23365 -0.71747 -0.23306
H 4.36476 -0.47106 -1.86483
H -0.97866 -4.26135 -0.66858
H 0.33271 -5.30996 1.18516



No. 3
56
Properties=species:S:1:pos:R:3 method="wB97M-V/def2-TZVPD" total_charge=+1 largest_force_ev_per_a=1.25 homo_energy_ha="-0.400 / -0.405" gap_ev="5.95 / 6.14" lumo_ha="-0.18131 / -0.17904"
Ru -0.12830 -0.33644 -0.33748
O -4.15549 -0.14051 0.12752
C -2.99985 0.01131 -0.18526
N -1.94499 -0.83249 0.12822
C -2.03648 -1.90265 0.97179
C -3.14210 -2.30073 1.74708
C -3.05817 -3.48305 2.43470
C -1.90753 -4.29698 2.37341
C -0.80922 -3.93121 1.63640
C -0.85325 -2.70873 0.95641
N 0.11196 -2.18767 0.13481
C 1.03211 -2.94330 -0.58235
O 1.57778 -3.95131 -0.22827
C 1.18331 -2.33936 -1.94770
C 1.96795 -2.92377 -2.91770
C 1.96565 -2.37080 -4.18996
C 1.18076 -1.25836 -4.43472
C 0.43382 -0.71831 -3.39924
N 0.43159 -1.25198 -2.18029
C -2.53450 1.18524 -0.98914
C -3.43402 2.12914 -1.44804
C -2.94616 3.20919 -2.16498
C -1.58095 3.30944 -2.38916
C -0.74234 2.32387 -1.89905
N -1.21838 1.27937 -1.22048
H -4.02996 -1.69207 1.77894
H -3.89824 -3.80370 3.03549
H -1.88753 -5.22360 2.93091
H 0.08301 -4.53706 1.59874
H 2.54841 -3.79845 -2.65983
H 2.56363 -2.80719 -4.97816
H 1.14287 -0.80112 -5.41289
H -0.17661 0.16262 -3.54136
H -4.48433 1.99736 -1.23020
H -3.62128 3.96617 -2.54034
H -1.16144 4.14456 -2.93162
H 0.33270 2.36097 -2.02162
N 2.74242 0.99831 3.02602
C 1.95617 1.87693 2.05417
C 2.22356 3.33618 2.39835
P 0.19548 1.39175 2.37429
O -0.66215 2.44511 1.51487
O -0.05668 1.45767 3.81984
O 0.11228 0.08139 1.64843
P 2.64878 1.35839 0.36654
O 3.09153 2.72531 -0.33390
O 3.80589 0.49882 0.73236
O 1.56568 0.83383 -0.56580
H 3.18898 1.56231 3.74735
H 3.45947 0.51349 2.43187
H 2.13812 0.32382 3.50168
H 1.82610 3.56583 3.38942
H 1.73894 3.98275 1.67048
H 3.29180 3.56363 2.37746
H -1.11440 3.07332 2.09353
H 4.04362 2.87274 -0.27153



No. 4
51
Properties=species:S:1:pos:R:3 method="wB97M-V/def2-TZVPD" total_charge=+1 largest_force_ev_per_a=0.28 homo_energy_ha=-0.413 gap_ev=6.55 lumo_ha=-0.17216
Ru -0.39205 -0.53101 -1.65490
C -2.01899 3.02327 0.43240
C -1.89305 1.77466 -0.38744
N -0.73828 1.23989 -0.63446
N 0.36981 1.96995 -0.21965
C 1.44861 1.65910 -0.81821
S 1.51755 0.36251 -2.04081
S 2.97447 2.42231 -0.52517
C 2.62418 3.31952 1.02198
C 2.47880 2.41200 2.21182
C 3.56218 1.65365 2.64976
C 3.43942 0.82283 3.75030
C 2.22955 0.74197 4.42912
C 1.14919 1.49719 4.00221
C 1.27313 2.32712 2.89574
C -3.10055 1.18221 -0.95040
C -4.35725 1.59507 -0.46618
C -5.53241 1.15053 -1.02128
C -5.49181 0.28199 -2.11189
C -4.28222 -0.14633 -2.60882
C -3.08630 0.28792 -2.03376
O -1.97719 -0.25397 -2.59160
H -1.05380 3.47347 0.62263
H -2.48440 2.76847 1.38721
H -2.66856 3.73679 -0.07106
H 1.74425 3.93929 0.86568
H 3.49103 3.97408 1.12183
H 4.50872 1.71693 2.12465
H 4.29006 0.24512 4.08738
H 2.13489 0.09837 5.29384
H 0.20784 1.44550 4.53344
H 0.42765 2.91692 2.56284
H -4.40263 2.27715 0.36962
H -6.47982 1.47822 -0.61765
H -6.41010 -0.06437 -2.56677
H -4.22183 -0.82966 -3.44440
S -1.28579 -1.05403 2.55013
C -0.77391 -1.29414 1.09744
N -0.34206 -1.51588 -0.00985
S -0.03800 -2.39150 -3.10548
C 1.09905 -3.45866 -2.41278
N 1.62200 -4.47357 -3.09589
C 2.57525 -5.24962 -2.30166
C 2.43757 -4.60169 -0.90684
N 1.58018 -3.44462 -1.17518
H 1.45763 -4.60302 -4.07902
H 3.58214 -5.14476 -2.70358
H 2.30657 -6.30382 -2.29707
H 3.39763 -4.28506 -0.50542
H 1.96183 -5.27049 -0.19038
H 1.13982 -2.87779 -0.46242



No. 5
52
Properties=species:S:1:pos:R:3 method="wB97M-V/def2-TZVPD" smiles="O=C(CSc1nnnn1-c1ccc2c(c1)OCCO2)N1CCN(C(=O)c2ccco2)CC1" total_charge=0 largest_force_ev_per_a=1.76 homo_energy_ha=-0.321 gap_ev=9.10 lumo_ha=0.01343
O 0.61485 2.52334 -2.31667
C 0.95169 2.62682 -1.15268
C -0.01655 3.24162 -0.15261
S -0.82210 2.07048 1.00559
C -0.63760 0.55513 0.18105
N 0.47859 0.08115 -0.33000
N 0.17732 -1.09239 -0.85782
N -1.04471 -1.37588 -0.69702
N -1.62136 -0.36484 -0.03795
C -2.98277 -0.35413 0.28555
C -3.44404 0.27119 1.43818
C -4.79922 0.28404 1.69888
C -5.69616 -0.33664 0.83797
C -5.21553 -1.02017 -0.28888
C -3.85783 -1.01302 -0.56683
O -6.04564 -1.70003 -1.13256
C -7.33468 -1.91876 -0.59998
C -7.86037 -0.63872 0.04633
O -7.02924 -0.26106 1.12378
N 2.18045 2.30977 -0.70584
C 2.55831 2.27589 0.69397
C 4.03012 1.90356 0.82067
N 4.27096 0.60361 0.23348
C 4.93528 -0.31675 0.97630
O 5.41785 -0.02716 2.06394
C 5.09541 -1.68316 0.46015
C 5.81016 -2.68803 1.06825
C 5.67400 -3.82577 0.24883
C 4.88699 -3.43833 -0.79485
O 4.53528 -2.15331 -0.67908
C 3.61595 0.35640 -1.03802
C 3.10237 1.66661 -1.62187
H 0.46100 3.99076 0.47718
H -0.82643 3.70040 -0.72206
H -2.75684 0.74080 2.12298
H -5.18965 0.77624 2.57430
H -3.49094 -1.52642 -1.44023
H -7.96421 -2.23149 -1.43377
H -7.29609 -2.71647 0.15402
H -8.85852 -0.78226 0.46159
H -7.88373 0.16295 -0.70411
H 1.95449 1.53071 1.22542
H 2.39745 3.25501 1.15640
H 4.65738 2.66282 0.33989
H 4.31706 1.83935 1.87339
H 6.35496 -2.59703 1.98467
H 6.09863 -4.79487 0.41129
H 4.51941 -3.96904 -1.65122
H 4.32168 -0.09100 -1.74248
H 2.76925 -0.32579 -0.90667
H 2.55487 1.46869 -2.54518
H 3.93242 2.34519 -1.84569